[1]
24
Properties=species:S:1:pos:R:3:lowdin_charge:R:1 method="wB97M-V/def2-TZVPD" e_tot_ev=-15452.7306 orbital_gap_ev="7.3 / 7.5" spin_multiplicity=3 molar_mass_da=168.2 e_above_lowest_kcal_mol=121.0
C -2.39877 1.42275 1.88248 -0.327
C -1.44496 1.89211 0.82685 0.012
C 1.83103 -0.67815 -2.08845 -0.060
C 2.05961 -0.31171 0.49073 -0.041
C 0.45768 -2.10417 -0.55153 -0.087
C 0.13751 0.49799 -0.47656 -0.040
C 1.03974 -0.69767 -0.66642 -0.518
N -2.16888 0.09190 2.05166 0.036
N -1.31343 -0.32883 1.24431 0.058
N -3.36286 2.01930 0.81073 -0.053
N -0.79950 0.67254 0.48429 -0.092
O -3.93756 1.27801 -0.01230 -0.047
H -2.62324 2.11252 2.72446 0.147
H -1.09595 2.87543 0.54698 0.132
H 2.74681 0.00127 -2.16537 0.085
H 2.12776 -1.72923 -2.36868 0.076
H 1.05370 -0.32814 -2.91366 0.106
H 3.03060 -0.68217 0.37954 0.062
H 2.06598 0.70980 0.71233 0.056
H 1.62911 -0.79849 1.35942 0.080
H -0.40685 -2.13101 0.27077 0.099
H 1.14239 -2.87503 -0.11521 0.092
H 0.03496 -2.44442 -1.51387 0.079
H 0.19512 1.53539 -0.91251 0.146

***

[2]
24
Properties=species:S:1:pos:R:3:lowdin_charge:R:1 method="wB97M-V/def2-TZVPD" e_tot_ev=-15441.3080 orbital_gap_ev=10.1 charge=+2 molar_mass_da=168.2 e_above_lowest_kcal_mol=36.6
N -2.88319 -0.54435 1.65091 0.246
C -2.52580 -1.67407 0.68649 -0.070
C -1.37760 -1.26764 -0.20511 0.071
C -0.58563 -0.69976 -0.92520 0.002
C 0.49631 0.03843 -1.55657 -0.112
C 0.09558 1.41192 -1.28579 -0.110
N 0.02500 1.78360 -0.09358 0.185
C 0.32490 0.90921 0.92270 -0.508
O -0.43388 0.83666 1.88005 0.085
N 1.57729 0.25688 0.80426 0.123
C 2.01653 -0.11675 -0.53080 -0.100
N 3.04966 0.84002 -1.14931 0.273
H -2.05104 -0.05744 1.98189 0.109
H -3.35341 -1.02080 2.39918 0.176
H -3.29551 0.25336 1.24748 0.162
H -2.26678 -2.59250 1.03215 0.094
H -3.45116 -2.00283 0.04974 0.191
H 0.67559 -0.49336 -2.50452 0.161
H -0.22011 2.27297 -1.95339 0.176
H 1.95599 -0.09165 1.66697 0.162
H 2.36705 -1.13550 -0.35902 0.167
H 3.99267 0.42869 -0.94939 0.206
H 2.88930 1.67566 -0.66531 0.141
H 2.97823 0.98924 -2.14384 0.172

***

[3]
28
Properties=species:S:1:pos:R:3:lowdin_charge:R:1 method="wB97M-V/def2-TZVPD" e_tot_ev=-33621.4303 orbital_gap_ev="7.8 / 7.6" spin_multiplicity=3 charge=+2 molar_mass_da=427.3 e_above_lowest_kcal_mol=0.0
Pt 0.17144 0.69480 1.56388 1.065
O -0.51854 1.58784 -0.15207 -0.151
C -0.35850 1.26722 -1.36242 -0.324
O 1.51861 -0.43562 0.24785 -0.041
C 1.27108 -0.56948 -0.97433 -0.428
O 1.91441 -1.47761 -1.67501 0.132
N 0.42039 0.18386 -1.75462 0.102
C 1.50868 -1.35635 -3.08687 -0.036
C 0.65717 -0.12738 -3.17205 -0.068
H 0.92637 -2.23952 -3.36776 0.150
H 2.41480 -1.27435 -3.69408 0.153
H -0.28778 -0.28524 -3.68775 0.142
H 1.19726 0.69230 -3.65728 0.156
C -1.01769 2.07131 -2.35886 -0.053
C -1.19124 3.39127 -2.15201 0.160
H -1.38242 1.56733 -3.25243 0.124
H -0.81815 3.87240 -1.24936 0.097
H -1.66841 4.03368 -2.89364 0.103
N 0.98441 -0.22005 3.19015 -0.106
N 0.08054 -1.05988 3.92011 -0.017
C -1.09832 -1.33863 3.35979 -0.779
N -1.97213 -2.01533 4.10590 0.162
S -1.52183 -0.81460 1.80054 0.725
H 1.33506 0.48352 3.84713 0.138
H 1.75441 -0.80990 2.85274 0.137
H 0.35726 -1.49467 4.80786 0.193
H -2.87983 -2.14556 3.70849 0.119
H -1.79708 -2.18135 5.08607 0.143

***

[4]
24
Properties=species:S:1:pos:R:3:lowdin_charge:R:1 method="wB97M-V/def2-TZVPD" e_tot_ev=-14894.5212 orbital_gap_ev=7.6 charge=+1 molar_mass_da=166.2 e_above_lowest_kcal_mol=56.9
C 1.31783 -1.54266 1.95792 -0.086
C 1.16979 -0.35474 1.32205 -0.064
C 0.26775 -2.06677 0.16800 -0.142
C 0.93709 -1.25815 -2.47133 0.124
C 0.25215 -0.12967 -2.16723 -0.063
C -0.67920 1.97171 0.92994 -0.451
C 0.03934 0.21509 -0.80012 -0.263
N 0.74954 -2.54598 1.22538 0.102
N 0.50860 -0.61918 0.12097 0.011
N -0.80719 3.34539 0.92163 0.166
N -0.91272 1.04450 1.74482 0.177
N -0.37974 1.44041 -0.43133 0.201
H 1.81613 -1.75008 2.96053 0.147
H 1.61993 0.52607 1.60158 0.103
H -0.40457 -2.56547 -0.52196 0.110
H 1.10801 -1.48039 -3.53924 0.099
H 1.32998 -2.07576 -1.82478 0.097
H -0.09903 0.61890 -3.00439 0.169
H -2.25045 -1.43685 -1.05585 0.022
H -0.90215 3.62668 1.90033 0.130
H -0.08440 3.68449 0.32800 0.097
H -1.10694 1.31280 2.70479 0.097
H -2.82943 -1.83480 -0.77701 0.072
H -0.66031 1.87447 -1.29272 0.146

***

[5]
24
Properties=species:S:1:pos:R:3:lowdin_charge:R:1 method="wB97M-V/def2-TZVPD" e_tot_ev=-14895.3315 orbital_gap_ev="6.8 / 6.8" charge=+1 molar_mass_da=166.2 e_above_lowest_kcal_mol=38.2
C -3.43009 -0.86212 -0.69272 0.011
C -2.06357 -0.22915 -0.76022 -0.023
N -1.67016 0.46984 0.25606 0.137
C -0.45788 1.24740 0.35927 -0.257
N -0.53728 2.52275 0.84120 0.139
C 0.78606 0.80932 -0.06153 -0.082
N 1.87940 1.77376 -0.28474 0.111
C 2.94701 0.99736 -0.46271 -0.202
N 2.84608 -0.24728 -0.21819 0.160
C 1.45873 -0.42771 0.01438 -0.374
N 0.93537 -1.52796 0.34035 0.065
C 1.74872 -2.72407 0.67798 -0.073
H -3.20088 -1.89386 -0.73244 0.090
H -4.04060 -0.67131 -1.52184 0.083
H -3.78315 -0.59711 0.35125 0.117
H -1.38715 -0.40473 -1.64019 0.179
H -2.48695 0.66390 0.94413 0.212
H 0.25418 2.74490 1.34578 0.079
H -1.14637 3.27207 0.53662 0.123
H 1.63388 2.68500 -0.67173 0.161
H 3.90420 1.46521 -0.57062 0.137
H 2.26373 -2.66909 1.56396 0.056
H 1.05815 -3.53908 0.49972 0.071
H 2.48859 -2.85804 -0.11378 0.079

***

[6]
24
Properties=species:S:1:pos:R:3:lowdin_charge:R:1 method="wB97M-V/def2-TZVPD" e_tot_ev=-14891.1925 orbital_gap_ev=8.0 charge=+1 molar_mass_da=166.2 e_above_lowest_kcal_mol=133.6
C -1.29033 1.13100 1.03726 -0.199
C -1.83440 -0.13446 0.42533 -0.149
C 0.19239 -1.72228 0.36263 -0.095
C 1.58941 -1.96411 -0.21612 -0.163
C -0.63106 2.02317 0.04534 -0.200
C -0.51920 -0.14756 -1.41363 0.005
C 0.64361 0.68293 -1.58530 -0.151
N 2.48645 0.12653 0.63956 -0.199
N 2.82823 0.99455 1.28976 0.247
N -0.81716 -0.85394 -0.37183 -0.026
N 2.29173 -0.72365 -0.20899 -0.011
N 0.50665 1.68456 -0.83113 0.105
H -2.18748 1.69712 1.58645 0.184
H -0.50462 0.86900 1.88987 0.150
H -2.25308 -0.89802 1.12020 0.150
H -2.60527 0.16821 -0.32194 0.147
H -0.29292 -2.79169 0.50760 0.177
H 0.35140 -1.28694 1.36760 0.121
H 2.12425 -2.64804 0.48164 0.146
H 1.50701 -2.13858 -1.31722 0.140
H -1.51035 2.06294 -0.80709 0.176
H -0.37687 3.00823 0.50379 0.137
H -1.30551 0.26276 -1.95910 0.135
H 1.60712 0.59826 -2.22467 0.172

***

[7]
22
Properties=species:S:1:pos:R:3:lowdin_charge:R:1 method="wB97M-V/def2-TZVPD" e_tot_ev=-13027.5043 orbital_gap_ev=8.8 charge=+1 molar_mass_da=142.2 e_above_lowest_kcal_mol=113.2
C -0.63197 0.80814 -0.47428 -0.132
C -0.19770 -1.60864 -0.90327 -0.033
C 2.49836 -1.95655 -2.54439 -0.061
C -0.10281 2.15465 2.87725 0.015
C -2.15407 0.91655 2.59473 -0.019
C 1.07270 -1.81564 -3.02070 -0.119
C -0.95348 1.39312 1.93274 -0.321
N -0.73731 0.95258 0.76567 0.229
O -0.21282 -0.18653 -1.22342 -0.023
O 0.22843 -2.32753 -1.81489 -0.012
H -1.13591 1.62878 -1.12951 0.206
H 2.60274 -2.90641 -1.93875 0.116
H 3.01854 -2.02934 -3.50942 0.097
H 2.70500 -1.10835 -1.89585 0.080
H 0.85412 2.33225 2.22786 0.140
H 0.00587 1.54873 3.77246 0.105
H -0.76488 3.00784 3.19360 0.132
H -2.26386 1.20146 3.64194 0.094
H -2.26168 -0.13027 2.46286 0.090
H -3.18220 1.33299 2.09002 0.175
H 0.87109 -2.44957 -3.82826 0.101
H 0.74185 -0.75829 -3.27640 0.140

***

[8]
24
Properties=species:S:1:pos:R:3:lowdin_charge:R:1 method="wB97M-V/def2-TZVPD" e_tot_ev=-24373.9754 orbital_gap_ev=8.8 molar_mass_da=189.2 e_above_lowest_kcal_mol=28.5
C 3.91124 0.07132 0.36448 0.036
C 3.74167 1.20122 -0.27578 -0.207
O 2.75205 2.10016 0.08316 -0.018
C 1.97736 2.52083 -0.96395 -0.637
O 2.38430 3.21486 -1.84695 0.152
O 0.70195 2.13888 -0.87794 -0.199
P 0.20111 0.73983 -0.03325 0.912
C -1.31928 1.39885 0.73540 -0.285
C -0.36396 -0.27640 -1.44708 -0.281
H 4.58899 -0.65817 -0.05442 0.060
H 3.43021 -0.15017 1.30562 0.067
H 4.42105 1.54538 -1.04674 0.124
H -1.55560 2.40561 0.38758 0.042
H -1.14939 1.40662 1.80955 0.027
H -2.16435 0.75116 0.51706 0.009
H -0.26578 0.25565 -2.39436 0.043
H -1.38861 -0.61580 -1.31434 0.012
H 0.28901 -1.14752 -1.47271 0.025
C -3.78108 -3.07946 1.08988 -0.058
C -2.54932 -2.30122 1.08199 -0.242
N -1.58176 -1.69116 1.07654 0.163
H -3.73547 -3.85089 0.32360 0.085
H -3.91364 -3.55046 2.06195 0.085
H -4.63070 -2.42912 0.89071 0.084

***

[9]
26
Properties=species:S:1:pos:R:3:lowdin_charge:R:1 method="wB97M-V/def2-TZVPD" e_tot_ev=-28467.2228 orbital_gap_ev=8.1 molar_mass_da=221.1 e_above_lowest_kcal_mol=85.6
C 2.30818 0.33145 0.43024 -0.618
C -1.18800 1.84121 0.29100 -0.323
C 0.00308 0.88505 -0.16353 -0.546
C -1.22137 3.22833 -0.27457 0.034
C 0.05173 0.55349 -1.58509 -0.064
C 3.17492 -1.60752 -0.13570 -0.131
C -2.62297 -2.51385 0.75809 -0.123
N 1.99769 -0.74807 -0.18308 -0.037
O 3.24380 0.81243 0.96917 0.098
O -2.00761 1.28205 1.01992 0.057
O -0.63514 -0.84720 2.34234 -0.223
O 1.09749 1.32304 0.45974 -0.007
O -1.80655 -1.54478 0.17782 -0.286
P -0.73443 -0.62031 0.91771 0.968
H -1.32628 3.07558 -1.32787 0.085
H -0.18657 3.52318 -0.27757 0.096
H -2.04981 3.85731 0.19195 0.132
H -1.02678 0.19932 -1.96195 0.142
H 0.74634 -0.30290 -1.90700 0.111
H 0.40832 1.26366 -2.27252 0.073
H 3.53421 -1.73960 0.92433 0.092
H 2.95912 -2.72353 -0.20810 0.082
H 3.86136 -1.28555 -0.84655 0.054
H -2.53837 -2.52869 1.90960 0.113
H -2.33954 -3.48324 0.26956 0.103
H -3.70281 -2.23088 0.48205 0.115

***

[10]
22
Properties=species:S:1:pos:R:3:lowdin_charge:R:1 method="wB97M-V/def2-TZVPD" e_tot_ev=-21818.7650 orbital_gap_ev=9.8 charge=+1 molar_mass_da=158.2 e_above_lowest_kcal_mol=17.0
O -0.78201 2.18270 -0.07512 0.140
C -1.04807 1.07343 0.24062 -0.352
C -2.25898 0.35297 0.60541 -0.088
C -1.99385 -1.19672 0.54636 -0.135
C -0.87424 -1.36749 -0.48285 -0.175
C 0.00092 -0.20582 -0.13634 -0.525
N 1.05147 0.19468 -1.15754 0.084
C 2.02414 1.09154 -0.41782 -0.132
C 2.58426 0.20473 0.70302 -0.355
S 1.03399 -0.56548 1.41430 0.984
H -2.72575 0.74412 1.55600 0.156
H -3.06389 0.73721 -0.17103 0.189
H -1.58716 -1.62592 1.50935 0.130
H -2.87583 -1.69642 0.29852 0.100
H -0.44711 -2.29951 -0.42902 0.100
H -1.23237 -1.20658 -1.44946 0.117
H 0.49601 0.60335 -1.85965 0.162
H 1.48966 -0.64910 -1.56336 0.198
H 1.22303 1.72503 -0.01708 0.101
H 2.75624 1.62648 -1.02480 0.147
H 3.33224 -0.54092 0.41666 0.093
H 2.89732 0.81772 1.49383 0.061